No. 1
Density functional theory data (ωB97M-V with the def2-TZVPD basis set) for a molecular structure, C22H35BeNO4P2 in a non-equilibrium geometry.

Geometry as XYZ:
```
65
Properties=species:S:1:pos:R:3:forces:R:3:lowdin_charge:R:1
P -4.584 -0.411 -1.575 -0.61 0.52 0.03 0.81
P -2.780 -2.831 -2.622 0.23 -0.70 -0.32 0.80
C -5.264 -1.500 -2.929 0.09 0.10 -0.01 -0.45
C -4.616 -2.891 -2.948 0.06 -0.01 0.13 -0.45
H -5.071 -0.990 -3.881 0.01 -0.01 0.13 0.07
H -6.354 -1.579 -2.818 0.18 0.06 -0.11 0.08
H -5.063 -3.516 -2.165 0.10 0.06 -0.06 0.07
H -4.798 -3.393 -3.908 -0.02 0.02 0.22 0.08
C -2.162 -2.863 -4.372 -0.03 0.01 0.12 -0.31
H -1.079 -3.023 -4.369 -0.13 0.03 -0.01 0.03
H -2.353 -1.899 -4.853 0.01 -0.10 0.04 0.03
H -2.636 -3.658 -4.962 0.07 0.12 0.10 0.04
C -2.517 -4.618 -2.196 -0.05 0.09 -0.13 -0.32
H -2.951 -5.290 -2.946 0.07 0.08 0.12 0.04
H -2.972 -4.831 -1.223 0.05 0.03 -0.12 0.03
H -1.444 -4.820 -2.116 -0.14 0.03 -0.03 0.03
C -5.179 1.227 -2.214 -0.08 -0.14 0.05 -0.32
H -5.003 1.999 -1.458 -0.03 -0.10 -0.09 0.03
H -6.248 1.210 -2.462 0.15 0.03 0.02 0.04
H -4.610 1.498 -3.109 -0.07 -0.04 0.11 0.03
C -5.881 -0.697 -0.277 0.09 0.02 -0.07 -0.31
H -5.772 -1.701 0.143 -0.02 0.09 -0.05 0.03
H -6.896 -0.585 -0.678 0.17 -0.01 0.05 0.04
H -5.740 0.021 0.537 -0.02 -0.10 -0.09 0.03
Be 1.538 0.875 1.015 3.53 2.06 2.52 0.39
C 0.959 -1.187 0.403 0.00 0.17 -2.17 -0.09
C 1.249 -0.483 -0.761 -0.81 -1.72 0.95 -0.07
C 0.212 0.092 -1.712 -0.08 0.05 0.27 -0.16
C -0.140 1.569 -1.413 0.46 -0.16 0.21 -0.15
C -0.191 1.907 0.061 -2.18 -1.03 1.10 -0.12
C -0.705 1.102 1.072 -0.62 1.27 -2.11 -0.10
C -1.385 -0.240 0.855 0.26 0.08 -0.20 -0.17
C -0.418 -1.442 0.975 0.15 0.43 0.24 -0.16
C 1.934 2.519 2.222 -1.28 -1.35 -1.09 -0.14
H 1.749 -1.812 0.817 0.18 0.54 0.12 0.12
H 2.256 -0.583 -1.159 0.12 0.33 0.45 0.12
H -0.690 -0.526 -1.691 0.12 0.06 0.02 0.07
H 0.603 0.030 -2.733 0.04 0.00 0.20 0.12
H 0.622 2.212 -1.868 -0.10 -0.03 0.01 0.12
H -1.094 1.830 -1.897 0.16 -0.06 0.22 0.13
H -0.028 2.957 0.295 0.48 -0.31 0.22 0.11
H -0.880 1.573 2.036 0.58 -0.10 0.00 0.11
H -1.883 -0.247 -0.119 0.05 -0.03 0.17 0.05
H -2.175 -0.356 1.604 0.14 0.07 -0.08 0.12
H -0.290 -1.687 2.035 -0.02 -0.04 -0.10 0.12
H -0.867 -2.330 0.504 0.17 0.22 -0.01 0.12
H 2.506 2.231 3.109 -0.23 0.08 -0.24 -0.06
H 1.010 3.020 2.540 0.10 0.25 0.12 -0.04
H 2.538 3.236 1.651 -0.04 -0.08 0.01 -0.02
O 5.134 -0.565 0.612 -1.89 2.31 3.97 -0.04
C 4.486 0.172 1.485 0.32 -1.89 -6.44 -0.45
O 3.214 0.437 1.238 0.49 -0.89 0.96 -0.09
C 5.259 1.021 2.426 0.26 0.25 1.05 -0.12
C 4.770 1.358 3.696 0.79 0.34 -0.05 -0.02
C 5.480 2.232 4.528 0.25 0.03 -0.17 0.02
C 6.703 2.788 4.107 -1.37 -1.84 -1.55 -0.14
C 7.210 2.418 2.848 -0.27 0.03 0.24 0.02
C 6.502 1.539 2.024 -0.19 0.34 0.51 0.01
N 7.412 3.711 4.939 0.33 0.74 0.39 -0.40
O 6.970 4.034 6.000 -1.95 -0.31 1.95 0.08
O 8.438 4.196 4.566 1.97 0.11 -1.90 0.08
H 3.842 0.937 4.055 -0.01 0.02 -0.09 0.11
H 5.066 2.482 5.497 0.18 0.08 -0.04 0.12
H 8.149 2.823 2.492 -0.05 0.05 0.18 0.12
H 6.908 1.298 1.049 -0.15 -0.14 0.09 0.12
```
Positions in Å, forces in eV/Å.

Summary:
ΔE to the lowest compared entry with this formula, charge and spin   0.0 kcal/mol
HOMO level   -0.2693 hartree

No. 2
Density functional theory data (ωB97M-V with the def2-TZVPD basis set) for a molecular structure, C31H30FIN5O5Pt.

Geometry as XYZ:
```
74
Properties=species:S:1:pos:R:3:forces:R:3:lowdin_charge:R:1
Pt -0.372 0.055 -0.177 0.16 0.42 -0.55 0.93
C 3.166 -1.420 2.495 0.03 -0.01 0.02 -0.03
C 2.354 -0.275 3.018 -0.04 0.00 -0.10 -0.26
N 2.570 0.163 4.225 0.00 0.08 0.03 0.12
C 1.829 1.197 4.695 0.06 0.00 -0.01 -0.09
C 0.839 1.801 3.979 0.00 -0.01 -0.05 -0.15
C 0.116 2.979 4.570 -0.05 0.01 0.01 -0.20
O -1.275 2.684 4.716 0.02 -0.02 0.00 -0.05
C 0.555 1.327 2.663 -0.25 0.02 0.12 -0.06
C -0.502 1.967 1.935 0.24 -0.02 -0.13 -0.03
N -0.855 1.781 0.698 -0.31 0.03 0.13 -0.10
C -1.840 2.675 0.146 0.20 -0.05 0.00 -0.27
C -2.145 3.900 0.751 0.00 -0.03 -0.05 -0.01
C -3.105 4.744 0.227 0.01 0.00 0.00 -0.06
C -3.775 4.412 -0.941 -0.01 0.00 -0.01 -0.07
C -3.452 3.235 -1.588 0.03 -0.01 0.03 -0.15
C -2.489 2.391 -1.051 -0.12 0.13 0.01 -0.60
I -2.002 0.697 -2.144 0.13 -0.23 0.39 1.19
C 1.336 0.277 2.161 0.18 -0.04 -0.13 -0.28
O 1.231 -0.253 0.984 -0.18 -0.17 0.35 -0.19
H 3.950 -1.658 3.209 0.00 0.00 0.00 0.08
H 3.600 -1.176 1.525 0.02 0.01 0.00 0.08
H 2.532 -2.297 2.344 -0.01 0.01 -0.01 0.08
H 2.076 1.538 5.693 -0.02 -0.01 0.01 0.11
H 0.230 3.857 3.921 0.05 0.01 0.03 0.12
H 0.572 3.225 5.530 -0.01 -0.03 0.01 0.12
H -1.607 3.102 5.514 -0.01 0.02 -0.01 0.09
H -1.056 2.702 2.500 0.03 0.04 -0.01 0.10
H -1.616 4.224 1.634 0.00 0.01 0.01 0.11
H -3.318 5.676 0.732 0.00 0.00 0.00 0.11
H -4.525 5.070 -1.356 -0.01 0.00 0.00 0.11
H -3.942 2.971 -2.515 -0.01 0.00 0.00 0.10
F 3.006 -4.672 -3.434 -0.02 0.06 -0.01 0.06
C 2.054 -4.911 -2.502 -0.02 -0.06 -0.02 -0.19
C 1.378 -3.853 -1.971 -0.01 0.03 0.03 0.10
C 0.358 -4.060 -1.037 -0.01 -0.07 0.01 -0.04
C -0.365 -2.908 -0.482 0.13 0.10 0.02 -0.26
O 0.075 -1.792 -0.882 -0.06 -0.08 -0.18 -0.21
C -1.436 -3.197 0.406 -0.01 -0.03 -0.01 0.01
C -1.646 -4.512 0.717 -0.01 0.02 0.05 0.05
N -0.939 -5.572 0.278 0.01 -0.01 -0.07 0.01
C -1.299 -6.905 0.705 0.00 0.00 0.02 -0.26
C -1.614 -7.125 2.149 0.04 0.05 0.01 -0.07
C -0.340 -7.669 1.574 -0.04 -0.06 0.00 -0.10
C 0.063 -5.371 -0.652 -0.01 -0.05 -0.01 -0.11
C 0.786 -6.444 -1.190 0.02 0.03 0.05 0.06
C 1.784 -6.235 -2.123 0.03 0.05 0.07 -0.14
N 2.505 -7.354 -2.621 -0.08 -0.05 -0.04 -0.10
C 1.748 -8.455 -3.198 -0.03 0.00 -0.04 -0.12
C 2.405 -9.768 -2.746 0.07 -0.03 -0.01 -0.07
N 3.844 -9.456 -2.425 -0.04 0.06 0.02 0.05
C 4.417 -8.559 -3.484 0.01 -0.07 0.04 -0.07
C 3.774 -7.173 -3.314 0.06 0.00 0.02 -0.13
C -2.465 -2.236 1.105 0.12 0.11 -0.04 -0.65
O -3.305 -2.827 1.786 -0.03 0.01 0.02 0.00
O -2.326 -1.012 0.897 -0.24 -0.21 0.05 -0.12
H 1.621 -2.846 -2.279 -0.01 0.01 0.00 0.15
H -2.465 -4.713 1.398 -0.01 0.01 -0.01 0.14
H -1.877 -7.459 -0.026 0.01 0.01 -0.01 0.16
H -2.419 -7.804 2.388 0.00 -0.01 -0.02 0.11
H -1.528 -6.272 2.808 -0.02 -0.01 0.02 0.12
H -0.260 -8.736 1.413 0.01 0.00 0.01 0.10
H 0.579 -7.171 1.854 0.00 0.02 -0.01 0.11
H 0.582 -7.445 -0.838 0.01 -0.01 -0.03 0.11
H 1.729 -8.392 -4.294 0.01 -0.01 0.00 0.14
H 0.717 -8.431 -2.860 0.00 0.02 0.01 0.13
H 2.405 -10.529 -3.525 -0.03 -0.01 0.01 0.14
H 1.959 -10.177 -1.841 -0.02 0.03 0.00 0.14
H 4.390 -10.307 -2.302 0.00 -0.02 -0.04 0.19
H 3.849 -8.935 -1.544 0.03 -0.02 0.01 0.18
H 4.171 -9.026 -4.436 0.03 0.03 -0.02 0.14
H 5.498 -8.529 -3.375 0.00 0.01 0.00 0.14
H 3.678 -6.715 -4.302 0.00 -0.03 0.01 0.13
H 4.417 -6.535 -2.710 -0.01 0.01 -0.02 0.14
```
Positions in Å, forces in eV/Å.

Summary:
ΔE to the lowest compared entry with this formula, charge and spin   0.0 kcal/mol
HOMO level   -0.3239 hartree
Total charge   +1

No. 3
Density functional theory data (ωB97M-V with the def2-TZVPD basis set) for 5 unconnected molecules or ions with the total composition C4H18O4 in a non-equilibrium geometry.

Geometry as XYZ:
```
26
Properties=species:S:1:pos:R:3:forces:R:3:lowdin_charge:R:1
C 2.282 -0.647 -0.210 4.79 -0.47 -1.28 -0.16
C -1.351 -0.505 -1.879 -1.25 0.40 0.74 -0.12
C -0.074 0.095 -1.238 2.09 -0.52 -0.82 -0.25
C 0.917 -1.066 -0.655 -1.51 1.97 -1.61 -0.26
H 2.978 -0.063 -0.931 -1.81 -0.87 -0.25 0.08
H 3.080 -1.592 -0.160 -2.37 2.22 0.81 0.13
H 2.448 0.122 0.559 -0.74 -1.00 0.88 0.05
H -1.896 0.284 -2.562 1.02 -1.88 1.29 0.11
H -2.082 -0.928 -1.098 0.82 1.18 -0.92 0.08
H -1.099 -1.455 -2.367 0.11 0.60 -0.71 0.06
H -0.248 0.721 -0.361 -0.39 0.43 -0.28 0.07
H 0.496 0.730 -2.042 -0.99 -1.28 1.44 0.12
H 0.315 -1.506 0.105 -0.11 -0.55 1.05 0.08
H 0.982 -1.816 -1.421 0.26 -0.38 -0.46 0.09
H -1.697 -0.250 0.901 0.66 0.06 -0.58 -0.01
H -2.627 0.554 1.704 -0.17 0.65 0.56 0.04
O -2.517 -0.327 1.370 -0.86 -0.47 -0.53 -0.04
H 1.256 2.356 -1.626 -2.77 -1.66 -0.21 -0.06
H 2.524 2.385 -0.793 -0.65 0.44 -0.94 0.05
O 2.039 2.810 -1.538 3.49 1.37 1.20 -0.03
H 0.032 1.412 2.088 1.37 -0.43 -0.02 0.01
H -0.770 2.740 2.302 -0.29 -3.44 -0.52 0.14
O -0.859 1.700 2.149 -0.92 4.10 0.59 -0.08
H -0.646 -1.665 2.862 -1.80 -1.27 -0.24 0.04
H -2.054 -1.799 2.091 1.55 -0.91 1.98 0.03
O -1.430 -2.292 2.749 0.47 1.73 -1.19 -0.15
```
Positions in Å, forces in eV/Å.

Summary:
ΔE to the lowest compared entry with this formula, charge and spin   52.5 kcal/mol
SMILES string   CCCC.O.O.O.O
HOMO level   -0.3858 hartree